1.
{"formula": "C3H7INO", "method": "ωB97M-V/def2-TZVPD", "elements": ["I", "O", "N", "C", "C", "C", "H", "H", "H", "H", "H", "H", "H"], "coordinates": [[-3.1535, 0.2458, -0.0108], [-1.6804, -0.9135, -0.6691], [0.3810, 0.1302, 0.5156], [0.3631, 1.2333, -0.4977], [1.5783, 0.4879, -0.1824], [-0.8037, -1.4527, 0.0810], [0.2504, 0.3048, 1.5071], [-0.1207, -2.2705, -0.2918], [0.0696, 2.1731, -0.0251], [-0.2717, 0.8094, -1.2900], [2.3201, 0.9114, 0.5396], [-1.0465, -1.5115, 1.1853], [2.1140, -0.1476, -0.8617]], "lowdin_charge": [1.133, -0.684, -0.040, -0.067, -0.113, -0.149, 0.145, 0.158, 0.130, 0.103, 0.145, 0.116, 0.122], "orbital_gap_ev": 8.76, "de_lowest_kcal_mol": 71.9, "total_charge": 1, "mol_weight_g_mol": 200.00, "total_energy_ha": -545.81133, "lumo_energy_ev": -5.6, "max_force_ha_per_bohr": 0.072}

***

2.
{"formula": "C13H32N4O6V", "method": "ωB97M-V/def2-TZVPD", "elements": ["V", "O", "O", "O", "O", "O", "O", "N", "N", "N", "N", "C", "C", "C", "C", "C", "C", "C", "C", "C", "C", "C", "C", "C", "H", "H", "H", "H", "H", "H", "H", "H", "H", "H", "H", "H", "H", "H", "H", "H", "H", "H", "H", "H", "H", "H", "H", "H", "H", "H", "H", "H", "H", "H", "H", "H"], "coordinates": [[-0.3884, -1.6340, -0.3713], [-1.0358, -3.5551, 0.3267], [0.2596, -0.7338, 1.5774], [-2.0480, -0.4187, 0.1874], [0.9078, 0.1665, -1.3147], [1.9844, -2.2802, -0.3299], [-1.4384, -1.5909, -2.2671], [-0.0792, 1.4626, -2.8774], [-4.0275, 0.5295, 0.6879], [4.1947, -1.7710, -0.3497], [0.9956, 1.1480, 2.5952], [-2.7321, 0.2626, 0.9309], [1.8268, 1.6720, 3.6586], [0.8147, -0.1843, 2.5000], [3.1455, -2.5833, -0.1840], [0.6441, 2.0696, 1.5210], [-0.8899, 2.2389, -1.9737], [0.7933, 0.5327, -2.4786], [-2.0230, -3.8800, 1.2427], [4.0396, -0.3584, -0.4478], [-0.2899, 1.7085, -4.2896], [-4.6354, 0.2553, -0.5924], [-4.6537, 1.5214, 1.5539], [5.5391, -2.2870, -0.3780], [-3.9448, 2.1114, 2.1396], [-4.7521, 1.1937, -1.1445], [-2.1042, -1.0151, -1.8981], [-1.6944, 2.7452, -2.5036], [3.0123, -0.1349, -0.7541], [5.5801, -3.3105, -0.0005], [1.5355, 2.6667, 3.9936], [-1.3184, 1.6625, -1.1571], [-5.1983, 2.3007, 1.0178], [-0.3070, 3.0489, -1.5239], [-1.2913, 1.4065, -4.6053], [1.3612, 0.0659, -3.2912], [1.2298, -0.7347, 3.3550], [0.5099, 1.2515, -4.8644], [0.4751, 3.0706, 1.9096], [-0.2898, 2.7769, -4.5401], [-2.5301, -4.8179, 0.9891], [-1.6248, -3.9966, 2.2695], [-4.0046, -0.4606, -1.1141], [3.4825, -3.5914, 0.1024], [6.2747, -1.6900, 0.1626], [5.9540, -2.3666, -1.3899], [4.3173, 0.2035, 0.4503], [-5.6410, -0.1705, -0.6056], [-0.2924, 1.6650, 1.1376], [-2.7378, -3.0439, 1.3469], [1.4088, 2.0909, 0.7456], [1.9655, 1.1262, 4.5965], [4.5663, 0.1912, -1.2422], [-2.3964, 0.6754, 1.8895], [-5.3187, 1.0547, 2.2806], [2.8693, 1.7344, 3.3210]], "lowdin_spin": [2.792, 0.033, 0.021, 0.014, 0.018, 0.017, 0.032, 0.000, 0.013, 0.003, 0.006, 0.018, 0.001, 0.011, 0.004, 0.001, 0.000, 0.002, 0.004, 0.000, 0.000, 0.002, 0.001, 0.000, 0.000, 0.001, 0.001, 0.000, 0.000, 0.000, 0.000, 0.000, 0.000, 0.000, 0.000, 0.000, 0.001, 0.000, 0.000, 0.000, 0.000, 0.001, 0.000, 0.000, 0.000, 0.000, 0.000, 0.000, 0.000, 0.000, 0.000, 0.000, 0.000, 0.001, 0.000, 0.000], "orbital_gap_ev": [5.17, 6.18], "de_lowest_kcal_mol": 43.6, "total_charge": 0, "mol_weight_g_mol": 391.37, "total_energy_ha": -2128.94971, "lumo_energy_ev": [0.2, 0.2], "max_force_ha_per_bohr": 0.043, "spin_multiplicity": 4}

***

3.
{"formula": "C5H8N2O2", "method": "ωB97M-V/def2-TZVPD", "elements": ["O", "O", "N", "N", "C", "C", "C", "C", "C", "H", "H", "H", "H", "H", "H", "H", "H"], "coordinates": [[-3.1086, 0.4384, -0.0416], [0.5511, -0.1646, 1.3221], [0.7645, -0.8222, 0.3348], [1.6898, -1.2649, -0.3152], [-1.8267, -0.1170, 0.1098], [-1.2282, -0.8865, -0.7503], [3.9996, -0.7424, -0.8949], [-3.2596, 1.7453, 0.4251], [3.0352, -0.9700, 0.0083], [3.8114, -0.6346, -1.8961], [-3.2418, 2.4463, -0.3209], [3.3321, -0.9941, 1.1172], [-2.7037, 2.0338, 1.3310], [4.9342, -0.4712, -0.5822], [-1.2038, 0.0985, 1.0468], [-1.2352, -1.5266, -1.5484], [-4.3105, 1.8319, 0.6545]], "lowdin_charge": [-0.123, -0.028, -0.223, 0.044, -0.201, 0.213, 0.036, -0.105, -0.193, 0.029, 0.056, 0.127, 0.107, 0.023, 0.114, 0.037, 0.086], "orbital_gap_ev": [8.61, 8.61], "de_lowest_kcal_mol": 211.2, "total_charge": 0, "mol_weight_g_mol": 128.13, "total_energy_ha": -455.02185, "lumo_energy_ev": [-0.4, -0.4], "max_force_ha_per_bohr": 0.094}

***

4.
{"formula": "C3H12N3", "method": "ωB97M-V/def2-TZVPD", "elements": ["N", "N", "N", "C", "C", "C", "H", "H", "H", "H", "H", "H", "H", "H", "H", "H", "H", "H"], "coordinates": [[0.5895, 0.6895, 3.0518], [0.6475, -0.6060, 0.9059], [-0.1763, -0.1394, -1.5586], [-1.4778, -0.7196, -1.8845], [0.2505, 0.6299, 1.6700], [0.4470, 0.6245, -2.3443], [1.6445, -0.7648, 1.0275], [0.1957, -1.4166, 1.3276], [-0.8293, 0.7212, 1.5553], [0.0236, 0.8713, -3.3108], [1.4108, 1.0305, -2.0546], [-1.3977, -1.8021, -1.8432], [0.7082, 1.4661, 1.1501], [-2.1993, -0.4018, -1.1388], [-1.8032, -0.4110, -2.8731], [0.2349, -0.3887, -0.4967], [0.1433, -0.0344, 3.6008], [1.5879, 0.6512, 3.2154]], "lowdin_charge": [0.026, 0.012, -0.048, -0.021, -0.322, 0.122, 0.108, 0.110, 0.118, 0.114, 0.114, 0.104, 0.115, 0.100, 0.097, 0.088, 0.082, 0.081], "orbital_gap_ev": 9.44, "de_lowest_kcal_mol": 34.4, "total_charge": 1, "mol_weight_g_mol": 90.15, "total_energy_ha": -285.51065, "lumo_energy_ev": -3.9, "max_force_ha_per_bohr": 0.008}

***

5.
{"formula": "H2O2Si2", "method": "ωB97M-V/def2-TZVPD", "elements": ["Si", "Si", "O", "O", "H", "H"], "coordinates": [[-0.1019, 1.4384, 0.9759], [0.3741, -1.0416, -0.3129], [-0.8799, -1.3302, 0.4707], [0.5295, 0.5496, -0.2519], [1.4285, -1.5321, -1.1889], [-1.3504, 1.9158, 0.3071]], "lowdin_charge": [0.685, 0.411, -0.356, -0.577, -0.005, -0.157], "orbital_gap_ev": 8.33, "de_lowest_kcal_mol": 9.4, "total_charge": 0, "mol_weight_g_mol": 90.19, "total_energy_ha": -730.66859, "lumo_energy_ev": -0.2, "max_force_ha_per_bohr": 0.042}

***

6.
{"formula": "CH34O16", "method": "ωB97M-V/def2-TZVPD", "elements": ["O", "O", "O", "O", "O", "O", "O", "O", "O", "O", "O", "O", "O", "O", "O", "O", "C", "H", "H", "H", "H", "H", "H", "H", "H", "H", "H", "H", "H", "H", "H", "H", "H", "H", "H", "H", "H", "H", "H", "H", "H", "H", "H", "H", "H", "H", "H", "H", "H", "H", "H"], "coordinates": [[-2.2327, -1.4941, -0.5024], [1.5015, 1.9367, 3.3112], [1.7805, -4.5534, 0.4314], [2.2317, 1.8355, -1.7016], [1.2641, -1.1607, 2.3135], [2.7267, -1.0340, -0.6088], [1.1617, 3.8402, -0.0617], [-1.1717, -1.7287, 3.7007], [-2.1872, 0.1263, -3.8802], [-2.0351, -2.5054, 1.2924], [0.0601, -2.5180, -1.5447], [-1.5610, 0.7984, 3.2082], [-1.7711, 3.8069, -0.1861], [0.9979, -0.3390, -3.2644], [-0.7339, -0.0408, 0.8865], [0.0886, 2.2090, -3.1839], [0.1346, 0.7703, 0.1016], [-2.2004, 1.3926, 2.7902], [1.3142, 1.0471, 3.6388], [0.9671, 3.8283, 0.8853], [1.4073, -4.4042, 1.3101], [1.4837, 0.3562, -2.8017], [-0.7854, 2.5113, -3.4376], [0.6243, -1.2146, 1.5674], [-0.4339, 1.4542, -0.5228], [2.4237, 2.2945, -2.5327], [-1.3558, -0.5992, 0.2927], [-2.2824, -2.0651, 0.2994], [-1.6233, -0.6466, -3.7665], [0.6066, 0.0496, -0.5677], [-2.4544, 3.1389, -0.1680], [0.0526, -3.1709, -2.2672], [2.1073, 2.6125, -1.1112], [-1.8295, 4.5326, 0.4313], [-1.7331, -2.1302, 2.1704], [0.0857, -1.7568, -2.1720], [0.8561, 1.1906, 0.7908], [-1.3515, -0.7727, 3.6980], [1.9646, -0.9133, 1.6791], [3.4784, -0.4621, -0.7482], [0.3547, -0.1461, -3.9417], [-2.7783, -3.0726, 1.5181], [0.2621, 3.9412, -0.4159], [-0.2436, -1.9249, 3.8444], [-1.5734, -1.9247, -1.0905], [-2.3984, 0.3290, -2.9591], [-1.2630, 0.4638, 2.3077], [2.0498, 1.7269, 2.5462], [2.0401, -1.1275, -1.2655], [0.2556, 2.2295, -2.2390], [1.3496, -3.8109, -0.0165]], "lowdin_charge": [-0.078, -0.061, -0.062, -0.079, -0.072, -0.033, -0.052, -0.047, -0.043, 0.088, -0.055, -0.084, -0.035, -0.053, -0.208, -0.056, -0.106, 0.058, 0.024, 0.060, 0.031, 0.006, 0.050, 0.025, 0.066, 0.070, 0.032, -0.217, 0.017, 0.051, 0.052, 0.089, 0.032, 0.055, 0.069, 0.025, 0.074, 0.001, 0.034, 0.048, 0.032, 0.121, 0.019, 0.050, 0.020, 0.038, 0.011, 0.018, -0.012, -0.010, -0.004], "orbital_gap_ev": 10.12, "de_lowest_kcal_mol": 96.4, "total_charge": 0, "mol_weight_g_mol": 302.27, "total_energy_ha": -1262.24720, "lumo_energy_ev": -0.2, "max_force_ha_per_bohr": 0.146}

***

7.
{"formula": "C15H29N2OPS", "method": "ωB97M-V/def2-TZVPD", "elements": ["S", "P", "O", "N", "N", "C", "C", "C", "C", "C", "C", "C", "C", "C", "C", "C", "C", "C", "C", "C", "H", "H", "H", "H", "H", "H", "H", "H", "H", "H", "H", "H", "H", "H", "H", "H", "H", "H", "H", "H", "H", "H", "H", "H", "H", "H", "H", "H", "H"], "coordinates": [[1.7099, 1.4256, -3.5183], [-0.3324, 0.2846, 0.8298], [2.3141, 2.0327, 0.8934], [-1.4030, -0.2874, -0.3603], [0.1980, -1.3183, 1.1265], [-1.1906, -1.6111, -0.6628], [2.3797, 0.2867, -2.2841], [-2.6217, 0.3911, -2.3772], [3.0942, 0.9007, -1.0973], [-3.8264, -0.2095, -0.2860], [1.2240, -0.6065, 3.2358], [1.6903, 3.0827, -1.1971], [2.2848, 1.9564, -0.3376], [-2.5055, 1.8937, -0.3539], [-0.2968, -2.5732, 3.1742], [-2.5720, 0.4529, -0.8553], [1.9291, -2.7478, 2.1077], [-0.2926, -2.1955, 0.1902], [0.7704, -1.8019, 2.3989], [0.9263, 2.6328, -2.4290], [2.5385, 3.6947, -1.5444], [-3.3729, 2.4349, -0.7605], [-1.6002, 2.4211, -0.6859], [-3.7942, -0.1966, 0.8110], [3.3954, 0.1101, -0.3953], [-3.4387, 1.0377, -2.7261], [-0.0817, 2.2800, -2.1711], [1.5816, -3.6744, 1.6341], [2.4087, -3.0180, 3.0581], [-0.6512, -3.4392, 2.6026], [-1.7664, -2.0896, -1.4428], [4.0020, 1.4046, -1.4679], [-0.0277, -3.2431, 0.2437], [1.7577, -0.9947, 4.1165], [0.8345, 3.5026, -3.1015], [0.3607, -0.0301, 3.6014], [-1.6870, 0.7413, -2.8345], [1.5895, -0.4046, -1.9673], [-1.1554, -1.9290, 3.4013], [-2.5663, 1.9378, 0.7449], [0.7479, 0.6956, -0.1696], [1.0436, 3.7139, -0.5697], [1.8993, 0.0661, 2.6896], [0.1366, -2.9304, 4.1184], [3.1248, -0.2662, -2.8775], [-3.9006, -1.2510, -0.6196], [2.6818, -2.2751, 1.4654], [-4.7124, 0.3422, -0.6267], [-2.8280, -0.6293, -2.7241]], "lowdin_charge": [0.855, 1.073, -0.011, -0.282, -0.257, -0.150, -0.508, -0.036, -0.179, -0.046, -0.080, -0.166, -0.464, -0.084, -0.050, -0.646, -0.046, -0.159, -0.643, -0.510, 0.128, 0.092, 0.062, 0.090, 0.121, 0.090, 0.036, 0.075, 0.088, 0.079, 0.107, 0.129, 0.105, 0.089, 0.074, 0.071, 0.077, 0.058, 0.088, 0.069, -0.025, 0.124, 0.071, 0.088, 0.072, 0.080, 0.087, 0.088, 0.079], "orbital_gap_ev": 7.15, "de_lowest_kcal_mol": 0.0, "total_charge": 0, "mol_weight_g_mol": 316.45, "total_energy_ha": -1513.21847, "lumo_energy_ev": 0.6, "max_force_ha_per_bohr": 0.041, "smiles": "CC(C)(C)N1C=CN(C(C)(C)C)P1.O=C1CCSCC1"}

***

8.
{"formula": "C26H26N3OS2SiTc", "method": "ωB97M-V/def2-TZVPD", "elements": ["Tc", "S", "S", "Si", "O", "N", "N", "N", "C", "C", "C", "C", "C", "C", "C", "C", "C", "C", "C", "C", "C", "C", "C", "C", "C", "C", "C", "C", "C", "C", "C", "C", "C", "C", "H", "H", "H", "H", "H", "H", "H", "H", "H", "H", "H", "H", "H", "H", "H", "H", "H", "H", "H", "H", "H", "H", "H", "H", "H", "H"], "coordinates": [[0.4267, -0.9801, 0.5083], [0.3322, -0.4490, 2.7487], [0.9369, -3.0957, 1.1894], [-2.7742, -1.6480, -0.0096], [0.6032, 1.1665, 0.2008], [1.0672, -1.6590, 6.1491], [1.8140, -5.2155, 4.0687], [-1.4278, -0.4483, 0.2324], [-3.6556, -1.8657, 1.6169], [-2.0058, 3.6259, 1.0681], [2.5580, -1.8498, -1.6272], [1.1656, -2.0545, -1.6902], [-0.0225, 1.1284, -3.3880], [-2.9465, 1.4259, 0.7847], [0.8710, -1.8689, 3.5904], [4.0651, 2.1489, 0.8259], [0.3422, -1.0693, -2.2343], [-3.1003, 2.7724, 1.0624], [-2.0732, -3.2914, -0.5515], [-1.6890, 0.9046, 0.4712], [2.8436, 1.4981, 0.9480], [1.1126, -3.0202, 2.9252], [0.8847, 0.1098, -2.7674], [-0.7399, 3.1380, 0.7820], [3.0926, -0.7000, -2.1636], [3.1465, 3.5847, -0.8719], [1.8071, 1.8984, 0.1298], [-0.6172, 1.8001, 0.4727], [1.9258, 2.9342, -0.7799], [2.2592, 0.2585, -2.7486], [4.2170, 3.1863, -0.0816], [-3.8282, -1.0074, -1.4138], [1.5061, -4.2278, 3.5737], [0.9736, -1.7666, 5.0110], [3.1931, -2.6114, -1.1962], [-4.0813, 3.1532, 1.3028], [-3.8018, 0.7729, 0.8380], [3.2606, 4.4019, -1.5702], [-3.2342, -0.8981, -2.3226], [1.0894, 3.2271, -1.3959], [2.7018, 0.7118, 1.6809], [5.1658, 3.6944, -0.1656], [-1.4306, -3.7718, 0.1807], [4.1614, -0.5425, -2.1527], [-4.3691, -2.6856, 1.5353], [-0.8899, 1.3191, -2.7538], [-4.1994, -0.9872, 1.9557], [4.8905, 1.8501, 1.4564], [-2.9390, -2.1324, 2.3951], [2.7022, 1.1417, -3.1872], [-4.3277, -0.0607, -1.2279], [-4.5990, -1.7492, -1.6254], [-0.7161, -1.2566, -2.3478], [0.7559, -3.0305, -1.4555], [0.1236, 3.7846, 0.8163], [-1.5659, -3.2618, -1.5131], [-0.3925, 0.7764, -4.3518], [-2.1286, 4.6691, 1.3156], [0.4959, 2.0684, -3.5615], [-2.9361, -3.9464, -0.6814]], "lowdin_spin": [2.261, 0.069, 0.045, 0.027, 0.063, 0.000, 0.011, 0.237, 0.008, 0.040, 0.019, 0.011, 0.000, 0.032, 0.021, 0.001, 0.010, -0.002, 0.004, 0.017, 0.008, 0.036, 0.001, -0.004, 0.003, 0.001, 0.007, 0.034, 0.002, 0.014, 0.001, 0.005, 0.001, 0.000, 0.001, -0.001, 0.001, 0.000, 0.000, 0.000, 0.005, 0.000, 0.000, 0.000, 0.001, 0.000, 0.000, 0.000, 0.000, 0.000, 0.000, 0.001, 0.000, 0.004, -0.001, 0.000, 0.000, 0.002, 0.000, 0.001], "orbital_gap_ev": [6.80, 5.91], "de_lowest_kcal_mol": 0.0, "total_charge": 1, "mol_weight_g_mol": 586.73, "total_energy_ha": -2412.32233, "lumo_energy_ev": [-4.4, -5.6], "max_force_ha_per_bohr": 0.006, "spin_multiplicity": 4}